133
Properties=species:S:1:pos:R:3:forces:R:3 method="wB97M-V/def2-TZVPD" homo_energy_ha=-0.2698 lumo_energy_ev=0.30 gap_ev=7.65 smiles="C=Cc1c(N(C(C)=O)C(C)=O)cc2c(c1COCCOCCOCC)Nc1cc(C[C@@H](O)C(F)(F)F)ccc1S2.CO.CO.CO.CO.CO.CO.CO.CO.CO.CO"
C 4.6239 1.3544 -3.4961 -0.278 -0.072 -0.040
C 3.4645 0.7770 -3.9040 0.282 0.115 -0.016
C 2.7387 -0.3161 -3.2001 1.085 -0.965 -0.803
C 2.5629 -1.5822 -3.7859 -0.491 -0.252 0.154
N 3.0677 -1.9384 -5.0956 0.617 0.611 0.434
C 2.5467 -1.1223 -6.1336 -0.403 0.065 -0.451
C 1.0585 -1.2436 -6.3257 -0.073 -0.711 0.522
O 3.2433 -0.4178 -6.8237 0.225 -0.407 -0.127
C 4.5053 -2.1244 -5.1683 0.333 0.071 -0.404
C 4.9345 -3.3001 -6.0045 0.397 0.504 -0.459
O 5.3027 -1.4163 -4.6234 -0.283 -0.218 0.453
C 1.8439 -2.5581 -3.1259 -0.049 -0.043 0.092
C 1.2991 -2.2999 -1.8846 -0.389 -0.050 0.477
C 1.4523 -1.0614 -1.2678 0.383 -0.026 -0.566
C 2.1936 -0.0629 -1.9309 0.057 0.170 0.101
C 2.3482 1.2582 -1.1980 -0.519 -0.327 -0.057
O 2.9351 1.0699 0.0829 0.126 0.264 -0.394
C 4.2644 0.5777 0.0122 0.371 -0.064 0.546
C 4.3422 -0.8749 0.4456 0.451 -0.478 0.060
O 5.7070 -1.2052 0.7283 -0.070 0.206 -0.212
C 6.2383 -2.1104 -0.2132 0.386 -0.454 -0.030
C 5.7665 -3.5490 0.0286 0.447 -0.209 -0.200
O 5.5005 -4.1597 -1.2211 -0.448 0.242 0.002
C 4.6763 -5.2995 -1.1291 -0.426 -0.844 -0.077
C 3.8661 -5.5177 -2.4100 -0.078 -0.100 0.058
N 0.8632 -0.8599 -0.0095 -0.732 0.274 -0.388
C -0.5118 -1.2330 0.0500 0.153 0.144 0.252
C -1.4452 -0.3340 0.5456 -0.142 -0.666 -0.384
C -2.7797 -0.7130 0.5946 0.159 0.342 0.454
C -3.7587 0.3044 1.1323 0.219 0.099 -0.866
C -4.3669 1.1515 0.0088 0.183 -0.099 -0.518
O -3.3532 1.5327 -0.9138 0.195 -0.148 0.156
C -5.4576 0.4314 -0.7930 -0.350 0.768 -0.105
F -6.2660 -0.3314 -0.0435 0.152 -0.127 -0.062
F -6.2582 1.3753 -1.3746 0.040 -0.116 0.026
F -4.9800 -0.2953 -1.8106 -0.065 -0.279 0.304
C -3.1675 -1.9773 0.1720 -0.230 0.098 0.134
C -2.2394 -2.8727 -0.3361 0.024 0.226 0.086
C -0.9087 -2.4880 -0.3880 0.325 -0.100 -0.205
S 0.3695 -3.5372 -1.0215 0.062 -0.259 -0.037
H 5.5454 0.8020 -3.3402 -0.456 -0.364 1.569
H 4.6482 2.4264 -3.3038 0.604 0.292 -1.722
H 3.0262 1.1428 -4.8355 -0.986 1.033 0.857
H 0.7689 -2.2617 -6.0587 -0.056 0.006 0.005
H 0.5123 -0.6022 -5.6330 -0.024 0.240 -0.204
H 0.7777 -1.0843 -7.3617 0.111 0.402 0.005
H 5.9199 -3.0538 -6.3980 0.054 -0.089 0.040
H 5.0448 -4.1905 -5.3873 -0.285 -0.055 0.033
H 4.2728 -3.4672 -6.8518 -0.200 -0.192 0.176
H 1.7006 -3.5342 -3.5684 0.021 0.023 -0.136
H 2.8785 1.9940 -1.7927 0.161 -0.026 0.057
H 1.3487 1.6662 -1.0151 0.015 0.039 0.119
H 4.8767 1.1603 0.7046 -0.045 0.036 0.027
H 4.7150 0.6815 -0.9775 -0.204 0.110 -0.103
H 3.9998 -1.5464 -0.3456 -0.354 0.077 0.050
H 3.7639 -1.0609 1.3512 -0.186 0.169 -0.060
H 5.9982 -1.8480 -1.2497 -0.168 0.134 0.046
H 7.3245 -2.0827 -0.1232 -0.001 0.228 0.082
H 6.5550 -4.1302 0.5225 -0.071 0.064 0.244
H 4.8876 -3.5513 0.6810 -0.122 0.024 -0.117
H 3.9780 -5.2298 -0.2871 0.068 0.392 0.057
H 5.2420 -6.2204 -0.9545 0.374 0.256 0.115
H 2.8045 -5.5725 -2.1654 -0.059 0.126 -0.129
H 4.1223 -6.4630 -2.8878 0.137 0.039 -0.050
H 4.0200 -4.7117 -3.1256 0.023 0.100 0.062
H 0.9198 0.1061 0.2856 0.472 -0.097 0.273
H -1.1303 0.6386 0.8918 -0.004 0.059 -0.073
H -3.2109 1.0156 1.7444 -0.118 -0.111 0.285
H -4.5437 -0.1858 1.7027 -0.045 0.189 0.157
H -4.7698 2.0816 0.4107 -0.468 -0.271 0.231
H -3.7727 1.8587 -1.7159 -0.005 0.147 0.031
H -4.2165 -2.2362 0.2499 0.013 -0.176 -0.084
H -2.5382 -3.8536 -0.6792 0.003 -0.014 -0.048
C 7.6959 -7.2687 -2.9156 -0.024 -0.138 0.138
O 6.6280 -7.8030 -2.1390 0.062 -0.013 -0.087
H 7.2917 -6.4567 -3.5147 -0.030 0.014 0.026
H 8.4885 -6.8754 -2.2742 0.023 0.063 -0.063
H 8.1155 -8.0286 -3.5800 0.026 0.058 -0.053
H 6.9834 -8.5200 -1.6074 -0.050 -0.020 0.021
C -4.0117 4.1070 2.8411 0.057 -0.166 -0.351
O -3.7932 3.9021 1.4446 -0.056 -0.044 0.163
H -4.1557 3.1284 3.2970 0.010 -0.034 -0.066
H -3.1498 4.5951 3.2951 -0.053 0.005 0.128
H -4.9020 4.7143 3.0031 -0.011 -0.028 0.160
H -3.6648 4.7619 1.0330 0.034 -0.031 -0.072
C -4.3036 7.0791 5.1350 -0.015 0.018 -0.101
O -4.0849 6.8940 3.7357 0.029 0.494 -0.006
H -4.4397 6.0961 5.5792 0.006 -0.020 -0.030
H -3.4438 7.5654 5.5992 -0.009 -0.038 0.058
H -5.1983 7.6789 5.3134 -0.011 -0.034 0.063
H -3.9606 7.7720 3.3572 0.082 0.029 0.079
C -3.0126 -0.7138 4.9601 0.038 0.119 -0.245
O -2.4094 -0.4612 3.6826 0.129 0.180 0.201
H -3.9944 -0.2468 4.9691 0.036 0.079 -0.062
H -3.1146 -1.7811 5.1136 -0.155 0.219 0.085
H -2.4034 -0.2827 5.7593 -0.099 -0.025 0.090
H -1.5421 -0.8825 3.6891 -0.094 -0.212 -0.100
C -6.5743 7.1635 1.2190 0.167 -0.078 0.114
O -5.1775 7.3882 1.0503 0.023 0.079 -0.220
H -7.0911 7.6582 0.4007 0.021 0.014 -0.014
H -6.8030 6.0955 1.1914 -0.075 0.014 -0.019
H -6.9240 7.5811 2.1666 -0.070 -0.005 -0.022
H -4.7275 6.9475 1.7772 -0.080 -0.134 0.080
C 0.2155 2.2800 3.6341 -0.116 -0.148 -0.071
O -0.2296 1.1942 2.8318 0.048 0.225 0.195
H 1.2139 2.5523 3.2999 0.008 -0.009 -0.012
H -0.4451 3.1449 3.5224 0.057 0.054 0.037
H 0.2599 1.9963 4.6899 0.041 0.072 0.023
H -1.1199 0.9568 3.1325 -0.004 -0.067 -0.050
C -0.9084 -3.7399 6.5329 -0.105 -0.125 -0.173
O -1.9602 -3.3817 5.6360 0.365 -0.373 0.273
H -0.6446 -2.8514 7.1031 -0.007 0.026 -0.027
H -1.2316 -4.5243 7.2222 0.058 0.020 0.052
H -0.0277 -4.0840 5.9869 0.056 0.028 0.066
H -2.1895 -4.1675 5.1305 -0.070 0.046 -0.051
C -4.7231 -2.1114 8.7739 0.186 -0.027 -0.123
O -4.1190 -1.8594 7.5115 -0.105 0.051 0.199
H -5.7029 -1.6404 8.7693 -0.005 0.010 -0.023
H -4.8487 -3.1844 8.9431 -0.050 0.014 0.070
H -4.1308 -1.6844 9.5880 -0.066 -0.015 0.060
H -3.2515 -2.2741 7.5088 -0.018 -0.063 -0.199
C -2.2236 0.6434 -6.1944 0.023 0.112 0.196
O -1.4761 0.4094 -5.0055 -0.051 0.029 -0.106
H -1.9882 -0.1547 -6.8943 0.017 -0.020 0.016
H -3.2972 0.6314 -5.9900 -0.017 -0.031 -0.083
H -1.9547 1.6023 -6.6454 -0.025 -0.029 -0.082
H -1.6834 1.1158 -4.3878 0.060 -0.059 0.103
C -2.6879 9.5179 -0.6989 -0.246 -0.157 0.026
O -3.1738 8.5214 -1.5857 0.037 0.061 -0.016
H -1.7246 9.8681 -1.0617 -0.003 -0.063 -0.088
H -3.3797 10.3638 -0.6580 0.097 0.077 0.104
H -2.5573 9.1036 0.3052 0.040 0.133 0.052
H -4.0229 8.2298 -1.2374 0.039 -0.110 0.029